# 1
ORCA calculation (wB97M-V/def2-TZVPD) on a cluster of 4 separate species, C24H39O13 in total at a distorted geometry.

```
76
Properties=species:S:1:pos:R:3:mulliken_charge:R:1
C 1.54 -1.41 2.51 -0.760
C 2.39 -2.25 1.60 0.784
O 3.51 -1.91 1.33 -0.544
O 1.89 -3.41 1.10 -0.350
C 1.25 -3.27 -0.19 -1.018
C -0.19 -2.81 -0.09 0.025
C -0.75 -2.41 -1.47 -1.136
C -0.56 -0.94 -1.94 -0.944
C 0.42 -0.15 -1.07 2.043
C 0.71 1.20 -1.73 -1.729
O 2.13 1.44 -1.94 -0.507
C 2.89 1.62 -0.85 0.851
C 2.38 2.29 0.41 -0.626
O 4.05 1.29 -0.90 -0.661
C -1.95 -0.24 -1.81 -1.430
C -2.64 -0.33 -0.43 0.289
C -3.48 0.90 -0.03 0.545
C -4.06 0.63 1.36 -1.826
C -2.52 2.09 0.13 -1.383
H 0.75 -0.91 1.96 -0.072
H 2.18 -0.66 2.95 0.358
H 1.06 -2.02 3.28 0.358
H 1.21 -4.28 -0.60 0.431
H 1.85 -2.67 -0.88 0.493
H -0.33 -2.05 0.67 -0.011
H -0.75 -3.68 0.26 0.272
H -1.79 -2.71 -1.54 0.488
H -0.23 -3.06 -2.19 0.479
H 1.35 -0.68 -0.87 0.353
H -0.01 0.10 -0.07 -0.815
H 0.25 2.02 -1.20 0.534
H 0.27 1.18 -2.72 0.422
H 1.30 2.35 0.49 0.156
H 2.81 3.28 0.48 0.145
H 2.74 1.69 1.23 0.209
H -2.59 -0.76 -2.52 0.538
H -1.88 0.79 -2.17 0.446
H -3.29 -1.21 -0.45 0.417
H -1.94 -0.49 0.39 -0.319
H -4.25 1.10 -0.77 0.363
H -4.57 -0.33 1.43 0.311
H -4.68 1.45 1.70 0.438
H -3.21 0.60 2.05 0.430
H -2.13 2.44 -0.82 0.254
H -1.72 1.77 0.79 0.156
H -3.05 2.89 0.64 0.569
C -8.28 0.79 -0.59 -0.319
C -9.12 1.81 0.16 -0.353
O -8.14 2.51 0.93 -0.336
C -6.94 2.37 0.31 0.633
O -5.96 2.96 0.60 -0.474
O -7.02 1.46 -0.69 -0.255
H -8.67 0.56 -1.57 0.274
H -8.15 -0.13 -0.02 0.275
H -9.62 2.52 -0.51 0.262
H -9.86 1.36 0.81 0.293
C 5.06 4.58 -1.97 -0.057
C 4.96 5.80 -2.85 -0.342
O 4.10 6.66 -2.09 -0.341
C 4.18 6.29 -0.78 0.704
O 3.72 6.91 0.12 -0.541
O 4.87 5.13 -0.66 -0.323
H 6.02 4.09 -2.04 0.312
H 4.28 3.84 -2.16 0.044
H 5.93 6.30 -2.98 0.236
H 4.53 5.59 -3.82 0.312
C 5.14 -5.39 2.92 -0.341
C 4.77 -5.37 1.46 0.190
O 4.62 -6.76 1.16 -0.352
C 4.35 -7.42 2.31 0.643
O 4.02 -8.55 2.39 -0.540
O 4.51 -6.59 3.38 -0.348
H 4.77 -4.53 3.47 0.271
H 6.22 -5.47 3.08 0.264
H 3.82 -4.86 1.28 -0.121
H 5.53 -4.92 0.83 0.310
```

**Net charge**: -1
**HOMO-LUMO gap**: 3.74 eV

---

# 2
ORCA calculation (wB97M-V/def2-TZVPD) on a structure of composition C24H40B2F4N6PdSe4 at a distorted geometry.

```
81
Properties=species:S:1:pos:R:3:mulliken_charge:R:1
Pd -0.29 0.04 -0.10 0.675
C 3.56 -3.52 -0.04 -1.532
C 2.75 -2.46 -0.69 0.339
C 2.78 -2.01 -2.00 -1.024
C 1.81 -1.01 -2.10 -1.198
N 1.23 -0.89 -0.90 2.307
N 1.80 -1.76 -0.05 -0.234
B 1.28 -1.90 1.40 -0.154
N -0.19 -2.39 1.26 1.340
N -0.95 -1.94 0.21 -0.573
C -2.03 -2.72 0.11 -0.495
C -1.96 -3.69 1.12 -0.750
C -0.79 -3.45 1.82 0.025
C -0.22 -4.17 2.99 -1.400
C -2.99 -2.66 -1.05 2.513
C -4.29 -3.38 -0.68 -2.140
C -2.32 -3.38 -2.23 -1.504
C -3.31 -1.23 -1.45 -1.167
N 1.47 -0.53 2.10 1.845
N 1.36 0.62 1.36 -0.208
C 1.99 1.58 2.02 -0.424
C 2.51 1.06 3.21 -1.114
C 2.17 -0.27 3.23 0.027
C 2.48 -1.31 4.25 -1.484
C 2.21 2.96 1.44 2.670
C 3.71 3.07 1.12 -1.890
C 1.84 4.05 2.45 -1.576
C 1.42 3.16 0.15 -1.716
C 1.46 -0.27 -3.37 2.841
C 0.28 0.66 -3.19 -1.801
C 1.14 -1.30 -4.46 -1.571
C 2.69 0.56 -3.79 -1.797
H 4.27 -3.93 -0.75 0.419
H 2.93 -4.34 0.32 0.262
H 4.11 -3.13 0.82 0.267
H 3.43 -2.35 -2.78 0.586
H 1.90 -2.72 1.99 -0.213
H -2.67 -4.48 1.31 0.491
H -0.87 -5.00 3.27 0.408
H -0.14 -3.51 3.85 0.133
H 0.77 -4.57 2.77 0.229
H -4.12 -4.44 -0.49 0.371
H -5.00 -3.30 -1.51 0.418
H -4.75 -2.94 0.20 0.419
H -2.08 -4.42 -1.97 0.412
H -1.39 -2.88 -2.50 0.022
H -2.98 -3.39 -3.10 0.472
H -3.90 -0.72 -0.69 0.313
H -3.87 -1.21 -2.38 0.543
H -2.41 -0.64 -1.62 -0.357
H 3.10 1.58 3.95 0.538
H 2.99 -0.85 5.09 0.413
H 3.11 -2.10 3.84 0.231
H 1.56 -1.77 4.61 0.140
H 4.31 3.02 2.03 0.378
H 3.92 4.02 0.62 0.477
H 4.03 2.26 0.45 0.336
H 2.33 3.88 3.41 0.256
H 0.76 4.08 2.62 0.231
H 2.16 5.02 2.07 0.465
H 1.69 2.44 -0.61 0.060
H 1.62 4.16 -0.25 0.554
H 0.34 3.09 0.33 0.125
H -0.64 0.13 -2.92 -0.035
H 0.08 1.18 -4.13 0.528
H 0.48 1.43 -2.44 0.097
H 0.26 -1.90 -4.17 0.186
H 1.97 -1.98 -4.64 0.361
H 0.91 -0.78 -5.39 0.462
H 2.93 1.30 -3.04 0.298
H 2.47 1.07 -4.73 0.483
H 3.56 -0.08 -3.94 0.348
Se -1.97 -0.32 3.03 0.071
Se -1.42 -0.93 5.06 -0.301
Se -0.65 2.28 5.04 -0.249
Se -1.33 1.98 3.00 0.192
F -3.50 1.75 -1.18 -0.327
B -2.41 2.11 -0.46 0.309
F -2.06 0.94 0.48 -0.082
F -2.59 3.20 0.34 -0.339
F -1.24 2.19 -1.23 -0.231
```

**Net charge**: 0
**Energy above the lowest of the compared OMol25 structures with the same formula, charge and spin**: 0.000 eV
**HOMO-LUMO gap**: 5.26 eV

---

# 3
ORCA calculation (wB97M-V/def2-TZVPD) on the ion C24H40BBrClINO4 with charge -1 at a distorted geometry.

```
73
Properties=species:S:1:pos:R:3:mulliken_charge:R:1
C 2.65 0.43 0.72 -0.507
C 1.70 -0.05 1.93 -0.662
C 0.35 -0.78 1.47 0.547
Cl -0.11 -1.92 2.88 -0.190
C -0.84 0.20 1.04 1.369
C -1.19 1.35 2.14 -1.124
O -1.91 0.71 3.24 -0.299
C -1.71 1.38 4.47 0.240
C -0.55 1.10 5.46 -0.143
C -0.43 1.86 6.81 -0.455
C -1.48 2.91 7.22 -0.383
C -2.67 3.22 6.23 -0.453
C -2.76 2.45 4.88 -0.224
O -0.31 1.05 -0.03 -0.632
B -0.64 0.63 -1.43 -0.189
C -1.21 1.97 -2.21 -0.803
C -0.32 2.47 -3.45 0.137
C 1.21 2.79 -3.09 -0.805
Br -0.54 1.23 -5.02 -0.268
O 0.49 -0.11 -2.00 0.290
C 0.10 -1.35 -2.62 -0.280
C 1.35 -2.15 -3.27 0.239
C 2.19 -1.27 -4.32 -1.222
C 2.35 -2.63 -2.10 0.005
C 2.60 -4.23 -2.06 0.597
C 3.46 -4.63 -3.36 -1.109
C 3.33 -4.54 -0.65 -1.135
O -1.91 -0.12 -1.17 -0.188
C -2.12 -0.38 0.25 0.190
I -2.54 -2.53 0.23 -0.075
C -3.58 0.28 0.48 -0.795
N -3.88 1.40 -0.47 -0.071
C -4.23 2.67 0.23 -0.810
H 2.29 1.48 0.41 0.141
H 2.66 -0.29 -0.17 -0.137
H 3.73 0.57 1.13 0.476
H 2.31 -0.84 2.51 0.404
H 1.52 0.80 2.71 0.108
H 0.62 -1.47 0.58 -0.380
H -0.26 1.94 2.46 0.580
H -1.85 2.10 1.56 0.089
H 0.24 0.32 5.22 0.316
H 0.42 1.62 7.55 0.278
H -1.45 3.47 8.23 0.283
H -3.46 3.99 6.56 0.281
H -3.65 2.68 4.21 0.284
H -2.24 1.68 -2.66 0.195
H -1.44 2.79 -1.43 0.012
H -0.78 3.47 -3.80 0.434
H 1.85 1.85 -2.97 0.024
H 1.64 3.41 -3.96 0.379
H 1.20 3.44 -2.14 0.219
H -0.67 -1.25 -3.45 0.338
H -0.34 -2.09 -1.83 -0.239
H 0.97 -3.08 -3.86 0.393
H 2.88 -0.50 -3.80 0.152
H 2.92 -2.00 -4.86 0.391
H 1.56 -0.80 -5.15 0.202
H 3.33 -2.03 -2.08 0.351
H 1.82 -2.37 -1.11 -0.958
H 1.62 -4.84 -2.11 0.413
H 4.16 -5.52 -3.22 0.386
H 2.71 -4.81 -4.21 0.237
H 4.04 -3.67 -3.67 0.212
H 2.60 -5.12 0.02 0.232
H 4.34 -5.05 -0.77 0.358
H 3.54 -3.54 -0.10 0.251
H -3.81 0.58 1.56 0.089
H -4.35 -0.55 0.22 0.382
H -4.60 1.11 -1.15 0.281
H -4.70 2.54 1.27 0.233
H -4.95 3.24 -0.46 0.338
H -3.31 3.35 0.36 0.183
```

**Net charge**: -1
**HOMO-LUMO gap**: 7.92 eV

---

Let's list lowest unoccupied orbital energy in order: 2.01, -2.30, 2.56 eV.